1.
# C40H40N9O3PReS2

A structure of composition C40H40N9O3PReS2 (ωB97M-V with the def2-TZVPD basis set, the OMol25 dataset).

## Properties
* lowest unoccupied orbital energy (spin up / spin down): -1.49 / -2.47 eV
* energy relative to the best compared isomer or geometry (same formula, charge and spin): 3.71 kJ/mol
* 2S+1: 4
* E_HOMO (spin up / spin down): -8.50 / -8.50 eV
* total charge: 0

Geometry (Å):
Re  -1.167  -0.940  -1.281
O  -2.837  4.349  -5.572
C  -2.014  3.470  -5.867
O  -1.368  3.213  -6.896
C  -1.808  2.419  -4.742
C  -2.487  2.528  -3.535
C  -2.251  1.607  -2.537
N  -1.408  0.580  -2.740
C  -0.636  0.549  -3.843
C  -0.837  1.430  -4.875
C  0.551  -0.320  -3.681
C  1.501  -0.513  -4.663
C  2.657  -1.209  -4.348
C  2.836  -1.679  -3.058
C  1.835  -1.470  -2.126
N  0.712  -0.814  -2.436
C  -2.682  1.752  -1.129
C  -3.672  2.624  -0.723
C  -3.935  2.743  0.633
C  -3.189  2.005  1.536
C  -2.222  1.139  1.055
N  -1.977  1.009  -0.251
H  -3.134  3.387  -3.403
H  -0.237  1.439  -5.776
H  1.341  -0.111  -5.654
H  3.415  -1.372  -5.103
H  3.733  -2.208  -2.767
H  1.906  -1.821  -1.107
H  -4.237  3.185  -1.454
H  -4.720  3.404  0.976
H  -3.365  2.074  2.601
H  -1.632  0.514  1.712
S  -1.314  -2.039  0.846
C  -3.030  -1.869  0.750
S  -3.533  -1.423  -0.849
C  -3.844  -1.963  1.840
C  -3.255  -2.176  3.131
N  -2.784  -2.316  4.173
C  -5.254  -1.718  1.737
N  -6.382  -1.509  1.649
C  -1.238  -2.810  -2.435
C  -0.866  -4.073  -1.722
C  0.440  -4.557  -1.719
C  0.781  -5.706  -1.022
C  -0.195  -6.403  -0.318
C  -1.514  -5.952  -0.340
C  -1.838  -4.805  -1.038
C  0.162  -7.595  0.415
N  0.459  -8.542  0.996
H  -2.271  -2.882  -2.768
H  -0.610  -2.685  -3.320
H  1.202  -4.045  -2.296
H  1.798  -6.075  -1.031
H  -2.278  -6.505  0.191
H  -2.864  -4.457  -1.047
O  0.992  -0.358  0.321
P  1.375  0.605  1.400
N  0.519  0.427  2.793
C  0.629  -0.864  3.539
C  0.234  -0.500  4.967
C  -0.725  0.674  4.766
C  -0.044  1.475  3.665
N  2.946  0.342  1.818
C  3.971  0.221  0.764
C  5.050  1.207  1.195
C  5.018  1.075  2.718
C  3.525  0.944  3.037
N  1.128  2.139  0.843
C  1.455  3.425  1.461
C  0.386  4.341  0.875
C  0.280  3.859  -0.582
C  0.828  2.414  -0.574
H  1.635  -1.279  3.459
H  -0.070  -1.590  3.122
H  1.103  -0.177  5.546
H  -0.229  -1.343  5.477
H  -0.881  1.269  5.664
H  -1.695  0.303  4.423
H  0.731  2.109  4.105
H  -0.736  2.112  3.110
H  3.550  0.438  -0.218
H  4.369  -0.798  0.740
H  4.766  2.221  0.899
H  6.024  0.982  0.763
H  5.470  1.921  3.234
H  5.548  0.171  3.024
H  3.093  1.927  3.245
H  3.345  0.313  3.909
H  2.454  3.763  1.154
H  1.436  3.380  2.543
H  0.642  5.398  0.953
H  -0.554  4.174  1.405
H  0.883  4.487  -1.238
H  -0.745  3.900  -0.951
H  1.733  2.346  -1.188
H  0.120  1.687  -0.952

Atom charges from the Löwdin analysis, given in e for atoms 1 to 6: Re 1.287; O -0.015; C -0.682; O -0.017; C -0.045; C 0.080

2.
# C40H41BrKN6OPS3

A structure of composition C40H41BrKN6OPS3 (ωB97M-V with the def2-TZVPD basis set, the OMol25 dataset).

## Properties
* lowest unoccupied orbital energy: 3.37 eV
* energy relative to the best compared isomer or geometry (same formula, charge and spin): 19.25 kJ/mol
* 2S+1: 1
* E_HOMO: -0.33 eV
* total charge: -2

Geometry (Å):
K  -1.555  0.202  1.051
S  -5.759  -1.631  3.796
C  -4.343  -1.077  3.059
S  -4.138  0.621  2.707
S  -3.137  -2.200  2.511
Br  6.185  2.298  1.226
C  5.008  3.712  0.745
C  4.154  3.543  -0.332
C  3.270  4.556  -0.668
C  3.235  5.732  0.083
C  4.137  5.899  1.127
C  5.019  4.886  1.476
N  2.422  6.857  -0.266
N  1.209  6.737  -0.562
C  0.453  5.586  -0.344
C  -0.517  5.337  -1.314
C  -1.165  4.126  -1.437
C  -0.863  3.034  -0.574
O  -1.238  1.857  -0.756
C  -0.061  3.390  0.621
N  0.005  2.460  1.595
C  0.661  2.731  2.696
C  1.276  3.970  2.931
C  1.226  4.924  1.952
C  0.578  4.643  0.730
H  4.161  2.615  -0.890
H  2.588  4.410  -1.493
H  4.131  6.836  1.670
H  5.701  5.010  2.306
H  -0.687  6.125  -2.041
H  -1.858  3.940  -2.247
H  0.697  1.943  3.442
H  1.765  4.162  3.877
H  1.662  5.901  2.110
N  2.562  -1.312  2.327
C  2.646  -0.764  1.059
C  3.822  -1.018  0.323
C  3.914  -0.532  -0.960
C  2.858  0.205  -1.491
C  1.762  0.429  -0.676
N  1.656  -0.035  0.570
C  1.543  -1.307  3.291
C  1.830  -1.901  4.526
C  0.830  -1.925  5.481
C  -0.403  -1.362  5.196
C  -0.585  -0.798  3.942
N  0.371  -0.773  3.006
H  3.384  -1.814  2.612
H  4.630  -1.590  0.765
H  4.807  -0.719  -1.546
H  2.877  0.596  -2.499
H  0.908  1.006  -1.022
H  2.805  -2.332  4.722
H  1.017  -2.387  6.444
H  -1.227  -1.376  5.894
H  -1.542  -0.356  3.680
C  0.035  -1.756  -3.984
C  -1.404  -1.785  -3.465
C  -2.007  -0.382  -3.634
C  -2.233  -2.771  -4.289
P  -1.406  -2.061  -1.606
C  -3.191  -2.283  -1.262
C  -3.902  -3.483  -1.344
C  -5.213  -3.567  -0.903
C  -5.847  -2.451  -0.372
C  -5.176  -1.242  -0.323
C  -3.865  -1.165  -0.774
C  -0.544  -3.673  -1.172
C  -1.047  -4.066  0.225
C  0.947  -3.326  -1.030
C  -0.661  -4.868  -2.122
H  0.039  -1.383  -5.014
H  0.491  -2.748  -3.990
H  0.663  -1.095  -3.381
H  -1.949  -0.093  -4.690
H  -1.486  0.364  -3.030
H  -3.057  -0.368  -3.338
H  -2.250  -2.451  -5.338
H  -3.264  -2.803  -3.933
H  -1.833  -3.784  -4.257
H  -3.421  -4.375  -1.721
H  -5.729  -4.519  -0.937
H  -6.844  -2.533  0.041
H  -5.614  -0.375  0.156
H  -3.372  -0.202  -0.689
H  -1.016  -3.226  0.924
H  -0.405  -4.864  0.615
H  -2.077  -4.420  0.221
H  1.092  -2.516  -0.313
H  1.405  -3.025  -1.974
H  1.483  -4.209  -0.665
H  -1.692  -5.172  -2.300
H  -0.138  -5.725  -1.682
H  -0.198  -4.668  -3.090

Atom charges from the Löwdin analysis, given in e for atoms 1 to 6: K 0.449; S 0.196; C -1.902; S 0.213; S 0.300; Br 0.685

3.
# C40H41CaFN5O3S

A structure of composition C40H41CaFN5O3S (ωB97M-V with the def2-TZVPD basis set, the OMol25 dataset).

## Properties
* lowest unoccupied orbital energy: 2.06 eV
* 2S+1: 1
* E_HOMO: -4.38 eV
* total charge: -1

Geometry (Å):
Ca  -0.742  -1.203  1.009
C  -4.240  1.401  -0.847
O  -5.127  1.051  0.210
C  -4.654  0.969  1.500
C  -5.404  1.602  2.468
C  -5.135  1.433  3.823
C  -4.116  0.581  4.191
C  -3.317  -0.067  3.238
C  -2.405  -1.079  3.780
N  -1.620  -1.807  3.085
N  -0.942  -2.849  3.729
C  0.247  -3.013  3.199
O  0.841  -2.259  2.363
C  0.967  -4.263  3.636
C  0.358  -5.227  4.435
C  1.047  -6.377  4.786
C  2.347  -6.580  4.341
C  2.956  -5.626  3.539
C  2.268  -4.472  3.188
C  -3.522  0.167  1.842
O  -2.775  -0.341  0.915
H  -4.499  0.784  -1.709
H  -3.206  1.216  -0.582
H  -4.377  2.459  -1.097
H  -6.229  2.219  2.129
H  -5.738  1.934  4.569
H  -3.930  0.381  5.241
H  -2.469  -1.259  4.856
H  -0.656  -5.058  4.769
H  0.565  -7.123  5.407
H  2.880  -7.482  4.616
H  3.966  -5.780  3.179
H  2.713  -3.722  2.547
C  -1.457  -0.569  -2.689
C  -0.213  -0.180  -3.490
C  0.422  -1.413  -4.135
C  0.781  0.709  -2.759
C  1.254  1.818  -3.454
C  2.098  2.739  -2.863
C  2.441  2.566  -1.535
C  2.008  1.464  -0.795
C  2.531  1.390  0.636
C  1.554  0.929  1.715
C  3.815  0.562  0.734
C  1.207  0.489  -1.430
N  0.796  -0.675  -0.755
C  1.570  -1.773  -0.956
C  2.881  -1.787  -1.493
C  3.644  -2.939  -1.581
C  3.156  -4.166  -1.158
C  1.849  -4.217  -0.678
C  1.109  -3.068  -0.630
F  -0.217  -3.192  -0.225
H  -2.275  -0.805  -3.376
H  -1.796  0.230  -2.026
H  -1.278  -1.450  -2.073
H  -0.568  0.448  -4.317
H  0.774  -2.123  -3.388
H  1.275  -1.139  -4.760
H  -0.314  -1.924  -4.763
H  0.918  1.973  -4.474
H  2.447  3.603  -3.418
H  3.078  3.295  -1.039
H  2.795  2.425  0.876
H  1.474  -0.154  1.686
H  0.577  1.410  1.629
H  1.960  1.172  2.702
H  3.599  -0.503  0.642
H  4.292  0.721  1.705
H  4.530  0.826  -0.049
H  3.298  -0.846  -1.830
H  4.646  -2.862  -1.986
H  3.756  -5.064  -1.205
H  1.389  -5.142  -0.352
N  0.586  4.277  1.375
C  -0.322  3.953  0.412
S  -1.538  2.885  0.748
N  -0.082  4.562  -0.780
C  -0.643  4.373  -2.064
C  -0.285  5.324  -3.020
C  -0.729  5.218  -4.325
C  -1.548  4.161  -4.697
C  -1.901  3.218  -3.747
C  -1.456  3.306  -2.436
H  0.364  3.971  2.305
H  1.207  5.062  1.276
H  0.701  5.194  -0.794
H  0.356  6.153  -2.736
H  -0.433  5.964  -5.052
H  -1.902  4.073  -5.717
H  -2.526  2.377  -4.024
H  -1.713  2.544  -1.722

Atom charges from the Löwdin analysis, given in e for atoms 1 to 6: Ca 1.454; C -0.111; O -0.095; C -0.231; C -0.031; C -0.122

4.
# C40H41CrN4O5PS2Te

A structure of composition C40H41CrN4O5PS2Te (ωB97M-V with the def2-TZVPD basis set, the OMol25 dataset).

## Properties
* lowest unoccupied orbital energy (spin up / spin down): 0.05 / -0.20 eV
* energy relative to the best compared isomer or geometry (same formula, charge and spin): 77.53 kJ/mol
* 2S+1: 5
* E_HOMO (spin up / spin down): -5.30 / -7.28 eV
* total charge: 0

Geometry (Å):
Cr  1.276  -0.681  0.874
C  3.509  3.682  -1.222
S  4.632  2.600  -0.313
C  3.550  1.261  0.103
S  1.906  1.612  0.614
N  4.089  0.098  0.088
N  3.245  -0.892  0.523
C  3.674  -2.140  0.385
C  2.741  -3.165  0.563
C  3.049  -4.549  0.499
C  2.055  -5.474  0.583
C  0.707  -5.043  0.712
C  0.468  -3.701  0.799
N  1.433  -2.766  0.780
H  4.095  4.560  -1.493
H  2.669  3.987  -0.603
H  3.151  3.194  -2.127
H  4.700  -2.329  0.096
H  4.082  -4.843  0.364
H  2.286  -6.530  0.532
H  -0.115  -5.744  0.720
H  -0.548  -3.325  0.870
C  -3.429  -1.669  -4.361
C  -2.264  -1.368  -3.454
C  -0.951  -1.323  -3.940
C  0.138  -1.132  -3.123
C  1.520  -1.206  -3.697
O  2.382  -1.896  -3.205
C  1.805  -0.421  -4.949
C  1.099  0.731  -5.279
C  1.438  1.456  -6.413
C  2.474  1.023  -7.228
C  3.181  -0.129  -6.902
C  2.853  -0.843  -5.762
C  -0.041  -0.930  -1.724
O  0.996  -0.787  -0.989
C  -1.372  -0.868  -1.228
C  -2.442  -1.126  -2.114
C  -1.676  -0.442  0.135
N  -0.815  -0.278  1.096
C  -1.298  0.373  2.339
C  -0.592  1.690  2.612
Te  -1.677  2.955  3.974
C  -1.830  4.485  2.538
C  -0.751  5.334  2.311
C  -0.801  6.254  1.272
C  -1.926  6.333  0.465
C  -3.009  5.497  0.698
C  -2.962  4.570  1.732
C  -3.125  -0.125  0.382
C  -3.663  1.069  -0.083
C  -4.993  1.373  0.166
C  -5.795  0.478  0.862
C  -5.262  -0.721  1.313
C  -3.927  -1.019  1.079
H  -3.133  -1.612  -5.409
H  -4.246  -0.962  -4.207
H  -3.825  -2.671  -4.187
H  -0.780  -1.476  -5.002
H  0.296  1.072  -4.638
H  0.895  2.359  -6.658
H  2.734  1.584  -8.116
H  3.993  -0.464  -7.535
H  3.404  -1.729  -5.476
H  -3.453  -1.129  -1.729
H  -1.174  -0.326  3.167
H  -2.360  0.588  2.277
H  -0.571  2.293  1.707
H  0.428  1.593  2.970
H  0.131  5.268  2.934
H  0.046  6.903  1.090
H  -1.959  7.047  -0.348
H  -3.890  5.560  0.072
H  -3.804  3.912  1.910
H  -3.034  1.758  -0.634
H  -5.406  2.309  -0.189
H  -6.834  0.715  1.050
H  -5.885  -1.425  1.850
H  -3.505  -1.952  1.435
C  0.655  -0.018  5.504
O  1.633  -0.064  4.467
P  1.703  -1.169  3.297
O  0.924  -2.431  3.934
C  -0.421  -2.820  3.682
O  3.196  -1.662  3.417
C  3.727  -2.249  4.611
H  0.601  -0.971  6.030
H  -0.328  0.241  5.106
H  0.966  0.764  6.191
H  -0.465  -3.901  3.791
H  -0.728  -2.557  2.670
H  -1.092  -2.352  4.404
H  4.789  -2.390  4.433
H  3.249  -3.208  4.800
H  3.584  -1.580  5.460

Atom charges from the Löwdin analysis, given in e for atoms 1 to 6: Cr 0.512; C -0.441; S 0.815; C -1.050; S 0.659; N -0.047

5.
# C40H41F5N7O2ReSSe

A structure of composition C40H41F5N7O2ReSSe (ωB97M-V with the def2-TZVPD basis set, the OMol25 dataset).

## Properties
* lowest unoccupied orbital energy (spin up / spin down): -8.91 / -10.01 eV
* 2S+1: 4
* E_HOMO (spin up / spin down): -15.58 / -15.79 eV
* total charge: +3

Geometry (Å):
Re  -0.700  0.022  0.058
C  -1.654  1.315  -4.192
O  -2.839  1.191  -3.323
C  -2.402  0.904  -2.138
N  -1.128  0.747  -1.945
C  -0.467  0.897  -3.290
C  0.678  1.873  -3.425
C  1.320  2.459  -2.349
C  2.368  3.350  -2.554
C  2.789  3.650  -3.841
C  2.158  3.050  -4.927
C  1.107  2.170  -4.721
C  -3.376  0.673  -1.055
C  -4.746  0.761  -1.136
C  -5.486  0.468  0.010
C  -4.838  0.107  1.187
C  -3.460  0.050  1.174
N  -2.760  0.330  0.076
C  -2.554  -0.180  2.313
N  -1.272  -0.226  2.131
C  -0.670  0.052  3.491
C  -1.864  -0.222  4.419
O  -3.033  -0.163  3.517
C  0.579  -0.658  3.945
C  1.257  -0.099  5.027
C  2.404  -0.703  5.520
C  2.892  -1.864  4.930
C  2.222  -2.420  3.853
C  1.066  -1.817  3.367
H  -1.592  2.352  -4.504
H  -1.815  0.677  -5.053
H  -0.107  -0.100  -3.557
H  1.011  2.225  -1.347
H  2.849  3.819  -1.701
H  3.596  4.354  -4.004
H  2.480  3.276  -5.936
H  0.632  1.708  -5.582
H  -5.221  1.059  -2.062
H  -6.567  0.530  -0.015
H  -5.384  -0.114  2.095
H  -0.444  1.119  3.470
H  -2.011  0.534  5.181
H  -1.834  -1.209  4.874
H  0.891  0.813  5.490
H  2.918  -0.267  6.369
H  3.785  -2.335  5.320
H  2.589  -3.332  3.398
H  0.537  -2.255  2.544
F  -1.057  7.469  -0.179
C  -0.753  6.211  0.051
C  -1.686  5.218  -0.180
F  -2.890  5.524  -0.645
C  -1.361  3.906  0.080
F  -2.323  2.983  -0.119
C  -0.113  3.529  0.552
S  0.441  1.901  0.948
C  0.810  4.550  0.759
F  2.037  4.248  1.189
C  0.504  5.873  0.521
F  1.406  6.814  0.730
C  3.304  0.554  2.132
N  3.693  0.611  0.715
C  4.856  1.218  0.287
C  4.961  0.982  -1.035
N  3.861  0.239  -1.403
C  3.625  -0.230  -2.777
C  3.073  0.049  -0.332
Se  1.530  -1.066  -0.358
H  4.089  0.051  2.692
H  2.383  -0.006  2.233
H  3.168  1.564  2.509
H  5.520  1.727  0.966
H  5.728  1.264  -1.738
H  4.578  -0.232  -3.298
H  2.934  0.435  -3.283
H  3.231  -1.241  -2.757
C  0.012  -6.138  -0.837
C  -1.362  -5.535  -0.592
N  -1.298  -4.082  -0.298
C  -1.023  -3.729  1.091
C  -2.312  -3.563  1.885
C  -1.472  -3.152  -1.212
C  -1.809  -3.600  -2.613
N  -1.375  -1.836  -0.990
H  -0.090  -7.197  -1.071
H  0.651  -6.052  0.044
H  0.517  -5.653  -1.675
H  -1.831  -6.001  0.274
H  -2.020  -5.709  -1.436
H  -0.430  -2.824  1.073
H  -0.411  -4.518  1.525
H  -2.914  -2.750  1.475
H  -2.094  -3.357  2.935
H  -2.909  -4.475  1.843
H  -2.801  -4.053  -2.646
H  -1.093  -4.340  -2.967
H  -1.798  -2.757  -3.301
H  -1.591  -1.397  -1.871

Atom charges from the Löwdin analysis, given in e for atoms 1 to 6: Re 1.170; C 0.008; O 0.110; C -0.330; N 0.001; C -0.186

Number 1: F_max 1.0 eV/Å, total energy -3482.89743 Ha. Number 2: F_max 0.7 eV/Å, total energy -6662.59608 Ha. Number 3: F_max 0.6 eV/Å, total energy -3224.23097 Ha. Number 4: F_max 0.7 eV/Å, total energy -4594.35957 Ha. Number 5: F_max 0.8 eV/Å, total energy -5459.03414 Ha.